{
  "formula": "C2H9NO2",
  "method": "ωB97M-V/def2-TZVPD",
  "elements": ["C", "O", "H", "H", "H", "H", "N", "C", "O", "H", "H", "H", "H", "H"],
  "positions_angstrom": [[0.767, -2.154, -0.131], [0.601, -1.109, -1.093], [0.973, -3.135, -0.535], [1.521, -1.827, 0.591], [-0.093, -2.104, 0.551], [0.361, -1.530, -1.910], [-1.459, 1.121, 0.276], [-0.382, 2.079, 0.403], [0.911, 1.508, 0.506], [-1.621, 0.568, 1.106], [-1.370, 0.520, -0.514], [-0.397, 2.674, -0.516], [-0.662, 2.692, 1.255], [0.851, 0.696, 0.011]],
  "forces_ev_per_a": [[-0.451, 1.468, 1.637], [0.385, -0.317, 0.223], [-0.028, -0.085, -0.104], [0.631, -0.265, -0.562], [-0.350, -0.774, -0.505], [-0.180, -0.001, -0.644], [-0.191, 0.458, 0.502], [-0.852, -0.549, -0.948], [-0.049, 0.520, 0.939], [0.153, 0.055, 0.028], [0.159, -0.374, -0.501], [-0.122, 0.242, 0.200], [0.685, 0.180, 0.199], [0.211, -0.558, -0.464]],
  "e_homo_ha": -0.3468,
  "charge": 0,
  "relative_energy_kcal_mol": 13.0,
  "smiles": "NCO.CO",
  "homo_lumo_gap_ev": 10.1
}